Run A
This record from the OMol25 dataset describes a 3-piece molecular cluster, C6H14O2 overall. The level of theory is ωB97M-V with the def2-TZVPD basis set.

The calculation puts the gap between HOMO and LUMO at 9.362 eV. The SMILES is C/C=C/C=C/C.O.O. Its LUMO energy is 0.669 eV.

Last column: Löwdin charge in e.
Element x y z (Å)
1 C 0.978 -0.309 3.104  -0.095
2 C 0.355 0.461 1.965  -0.161
3 C -0.326 -0.071 0.954  -0.129
4 C -0.703 0.665 -0.308  -0.135
5 C -0.405 1.943 -0.503  -0.154
6 C -0.899 2.681 -1.699  -0.113
7 H 2.012 -0.592 2.901  0.073
8 H 0.362 -1.172 3.345  0.075
9 H 1.053 0.390 3.942  0.068
10 H 0.583 1.518 1.947  0.092
11 H -0.558 -1.133 0.929  0.098
12 H -1.325 0.098 -0.986  0.105
13 H 0.256 2.530 0.121  0.101
14 H -0.122 2.866 -2.448  0.076
15 H -1.757 2.264 -2.222  0.072
16 H -1.261 3.701 -1.508  0.073
17 O 1.311 -1.180 -1.482  -0.049
18 H 2.245 -1.374 -1.609  0.051
19 H 1.234 -0.496 -0.801  0.015
20 O -0.782 -3.076 -1.297  -0.074
21 H -0.822 -2.133 -1.085  -0.015
22 H 0.136 -3.304 -1.096  0.027

---

Run B
This record from the OMol25 dataset describes a 3-piece molecular cluster, C6H14O2 overall. The level of theory is ωB97M-V with the def2-TZVPD basis set.

The calculation puts the gap between HOMO and LUMO (spin up / spin down) at 7.215 / 7.075 eV. Its LUMO energy (spin up / spin down) is 0.841 / 0.848 eV.

Last column: Löwdin charge in e.
Element x y z (Å)
1 C 0.296 -1.822 1.014  -0.298
2 C 0.209 0.215 -0.334  -0.267
3 C -1.299 1.498 -2.115  -0.139
4 C -1.094 -0.175 -0.394  -0.064
5 C 1.463 -1.517 1.892  -0.114
6 C 0.679 1.391 0.450  -0.089
7 O 0.635 -2.791 0.061  -0.056
8 O -0.914 2.816 -1.834  -0.108
9 H -0.157 -3.055 -0.421  0.083
10 H -1.536 3.190 -1.199  0.087
11 H -0.630 -2.048 1.545  0.105
12 H 0.893 -0.182 -1.078  0.122
13 H -0.725 1.127 -2.960  0.066
14 H -2.375 1.364 -2.241  0.058
15 H -1.391 -1.019 -1.003  0.077
16 H -1.811 0.211 0.321  0.086
17 H 1.820 -2.408 2.433  0.077
18 H 2.311 -1.144 1.309  0.073
19 H 1.196 -0.763 2.636  0.074
20 H -0.040 1.677 1.221  0.086
21 H 0.827 2.241 -0.224  0.073
22 H 1.644 1.194 0.922  0.068

---

Quick one: least stable of them? run B

---

Run A
This record from the OMol25 dataset describes a 3-piece molecular cluster, C6H14O2 overall. The level of theory is ωB97M-V with the def2-TZVPD basis set.

The calculation puts the gap between HOMO and LUMO at 8.829 eV. The SMILES is C=C/C(C)=C/C.O.O. Its LUMO energy is 0.329 eV.

Last column: Löwdin charge in e.
Element x y z (Å)
1 C -0.163 3.067 -1.890  0.001
2 C -0.951 3.161 -0.836  -0.144
3 C -1.419 1.959 -0.023  -0.253
4 C -2.866 2.063 0.565  -0.053
5 C -0.736 0.760 0.012  -0.124
6 C -1.141 -0.305 0.959  -0.126
7 H 0.094 2.081 -2.264  0.056
8 H 0.234 3.896 -2.476  0.057
9 H -1.519 4.013 -0.495  0.088
10 H -3.478 1.769 -0.296  0.093
11 H -3.031 3.082 0.822  0.048
12 H -3.060 1.435 1.462  0.066
13 H 0.180 0.653 -0.508  0.079
14 H -1.274 -1.366 0.657  0.080
15 H -2.073 0.007 1.482  0.045
16 H -0.538 -0.305 1.909  0.088
17 O 0.728 -6.112 -1.172  -0.056
18 H 1.073 -5.754 -1.990  0.029
19 H 1.149 -5.801 -0.373  0.027
20 O 5.105 -1.942 1.864  -0.109
21 H 4.679 -1.970 2.794  0.080
22 H 4.359 -1.778 1.261  0.029

---

Run B
This record from the OMol25 dataset describes a 2-piece molecular cluster, C6H14O2 overall. The level of theory is ωB97M-V with the def2-TZVPD basis set.

The calculation puts the gap between HOMO and LUMO at 10.265 eV. The SMILES is CC(=O)C(C)C.CO. Its LUMO energy is 0.805 eV.

Last column: Löwdin charge in e.
Element x y z (Å)
1 C -1.029 -0.186 1.940  -0.002
2 C -1.202 -0.251 0.456  -0.396
3 O -1.976 -0.935 -0.165  0.075
4 C -0.447 1.025 -0.439  -0.344
5 C 0.975 1.464 -0.086  -0.083
6 C -0.731 1.055 -1.936  -0.079
7 H -2.008 -0.281 2.414  0.096
8 H -0.596 0.751 2.286  0.076
9 H -0.385 -0.991 2.299  0.081
10 H -1.090 1.811 -0.021  0.129
11 H 1.717 0.773 -0.494  0.066
12 H 1.112 1.554 0.995  0.072
13 H 1.184 2.459 -0.493  0.082
14 H -0.554 2.051 -2.355  0.084
15 H -0.059 0.362 -2.453  0.083
16 H -1.755 0.733 -2.144  0.084
17 C 1.404 -2.081 0.253  -0.167
18 O 0.332 -1.963 -0.657  -0.170
19 H 2.010 -1.169 0.252  0.065
20 H 2.066 -2.881 -0.090  0.079
21 H 1.038 -2.364 1.245  0.068
22 H -0.005 -0.934 -0.809  0.101

---

Run C
This record from the OMol25 dataset describes a 3-piece molecular cluster, C6H14O2 overall. The level of theory is ωB97M-V with the def2-TZVPD basis set.

The calculation puts the gap between HOMO and LUMO at 9.177 eV. The SMILES is C=C/C=C/CC.O.O. Its LUMO energy is 0.687 eV.

Last column: Löwdin charge in e.
Element x y z (Å)
1 C 2.204 -0.945 -0.423  -0.008
2 C 1.613 0.207 -0.732  -0.167
3 C 0.556 0.749 0.145  -0.128
4 C 0.057 0.243 1.268  -0.145
5 C -1.116 0.633 2.075  -0.227
6 C -2.483 0.279 1.291  -0.076
7 H 2.044 -1.502 0.485  0.043
8 H 3.002 -1.524 -0.888  0.053
9 H 1.863 0.777 -1.620  0.088
10 H 0.073 1.612 -0.307  0.101
11 H 0.558 -0.628 1.673  0.097
12 H -1.259 0.106 3.013  0.093
13 H -1.127 1.725 2.202  0.106
14 H -2.684 1.093 0.610  0.058
15 H -3.230 0.295 2.068  0.054
16 H -2.380 -0.657 0.772  0.061
17 O 4.935 3.566 -4.009  -0.066
18 H 5.213 4.097 -3.252  0.035
19 H 4.354 2.848 -3.728  0.030
20 O -3.976 -4.026 -0.450  -0.060
21 H -4.810 -4.488 -0.397  0.023
22 H -3.408 -4.459 0.201  0.036

---

Quick one: least stable of them? run A

---

Run A
This record from the OMol25 dataset describes a 9-piece molecular cluster, C13H44N6O9 overall. The level of theory is ωB97M-V with the def2-TZVPD basis set.

The calculation puts the gap between HOMO and LUMO at 9.382 eV. The SMILES is NC(N)=O.NC(N)=O.NC(N)=O.CCO.CCO.CCO.CCO.CO.CO. Its LUMO energy is 0.389 eV.

Last column: Löwdin charge in e.
Element x y z (Å)
1 N -2.034 -1.502 0.822  0.191
2 C -3.053 -2.195 1.230  -0.657
3 N -3.503 -1.880 2.411  0.144
4 O -3.573 -3.213 0.469  -0.132
5 H -1.753 -1.604 -0.146  0.088
6 H -1.720 -0.668 1.370  0.090
7 H -4.232 -2.521 2.823  0.146
8 H -2.915 -1.400 3.102  0.117
9 N 2.252 -2.595 -2.345  0.138
10 C 2.204 -2.517 -3.607  -0.677
11 N 1.836 -3.597 -4.212  0.134
12 O 2.574 -1.307 -4.217  -0.152
13 H 2.360 -1.714 -1.738  0.061
14 H 2.237 -3.583 -1.987  0.142
15 H 1.726 -3.554 -5.254  0.144
16 H 2.031 -4.525 -3.720  0.150
17 N 0.747 0.297 -0.501  0.156
18 C 2.044 0.263 -0.317  -0.615
19 N 2.620 -0.246 -1.338  0.159
20 O 2.700 0.620 0.804  -0.065
21 H 0.267 0.406 0.402  0.073
22 H 0.214 -0.299 -1.168  0.104
23 H 3.621 -0.130 -1.334  0.156
24 H 2.194 -0.300 -2.241  0.086
25 C 1.198 -2.407 1.623  -0.067
26 C 0.422 -3.578 2.239  -0.378
27 O 0.707 -4.675 1.522  -0.044
28 H 2.158 -2.298 2.067  0.066
29 H 0.725 -1.425 1.807  0.044
30 H 1.335 -2.487 0.546  0.063
31 H -0.655 -3.437 2.255  0.089
32 H 0.688 -3.556 3.332  0.123
33 H 0.356 -5.440 2.012  0.110
34 C 1.538 0.688 4.025  -0.087
35 C 1.165 2.133 4.187  -0.335
36 O -0.181 2.274 3.977  -0.081
37 H 1.282 0.117 3.132  0.035
38 H 1.095 0.070 4.833  0.088
39 H 2.627 0.515 4.103  0.097
40 H 1.756 2.670 3.422  0.126
41 H 1.389 2.361 5.202  0.108
42 H -0.385 3.213 4.135  0.124
43 C 0.184 4.205 0.666  -0.053
44 C 0.441 3.693 -0.785  -0.276
45 O -0.391 2.582 -1.014  -0.104
46 H -0.867 4.368 0.745  0.055
47 H 0.624 5.180 0.863  0.074
48 H 0.484 3.490 1.443  0.056
49 H 1.507 3.487 -0.949  0.126
50 H 0.283 4.485 -1.446  0.084
51 H 0.154 1.798 -0.903  -0.009
52 C -3.397 -0.717 -2.362  -0.065
53 C -2.094 -0.015 -2.057  -0.294
54 O -1.135 -1.057 -2.020  -0.127
55 H -3.386 -1.153 -3.326  0.069
56 H -4.152 0.032 -2.232  0.078
57 H -3.631 -1.532 -1.714  0.060
58 H -2.299 0.540 -1.073  0.119
59 H -1.744 0.698 -2.788  0.103
60 H -1.219 -1.631 -2.800  0.125
61 C 0.671 2.693 -4.054  -0.161
62 O 0.566 1.469 -3.372  -0.133
63 H 1.741 3.047 -3.975  0.094
64 H 0.050 3.475 -3.713  0.054
65 H 0.583 2.570 -5.153  0.088
66 H 0.468 1.732 -2.439  0.016
67 C -1.918 1.643 1.664  -0.104
68 O -0.668 0.930 1.664  -0.171
69 H -1.702 2.686 1.922  0.070
70 H -2.575 1.194 2.410  0.087
71 H -2.424 1.719 0.730  0.067
72 H -0.235 1.392 2.351  0.009

---

Run B
This record from the OMol25 dataset describes a 9-piece molecular cluster, C13H44N6O9 overall. The level of theory is ωB97M-V with the def2-TZVPD basis set.

The calculation puts the gap between HOMO and LUMO at 7.864 eV. The SMILES is NC(N)=O.NC(N)=O.NC(N)=O.CCO.CCO.CCO.CCO.CO.CO. Its LUMO energy is -0.195 eV.

Last column: Löwdin charge in e.
Element x y z (Å)
1 N -14.456 -16.580 16.322  0.183
2 C -15.574 -17.195 16.475  -0.660
3 N -15.526 -18.435 16.145  0.194
4 O -16.623 -16.606 17.039  -0.083
5 H -14.422 -15.561 16.561  0.154
6 H -13.714 -16.943 15.709  0.137
7 H -16.370 -18.928 16.378  0.065
8 H -14.924 -18.747 15.371  0.151
9 N -18.290 -19.110 16.707  0.144
10 C -17.927 -20.052 17.501  -0.737
11 N -17.132 -19.708 18.417  0.180
12 O -18.261 -21.323 17.203  -0.100
13 H -18.678 -19.313 15.762  0.153
14 H -17.942 -18.142 16.770  0.086
15 H -16.851 -20.545 19.070  0.193
16 H -16.965 -18.781 18.746  0.054
17 N -18.797 -13.498 18.806  0.183
18 C -18.539 -12.456 19.586  -0.613
19 N -18.361 -12.843 20.779  0.157
20 O -18.694 -11.091 19.257  -0.178
21 H -19.002 -13.204 17.901  0.027
22 H -18.643 -14.502 18.954  0.075
23 H -18.170 -12.133 21.495  0.136
24 H -18.208 -13.825 21.075  0.053
25 C -15.499 -14.575 19.472  -0.066
26 C -15.024 -13.181 19.807  -0.353
27 O -13.707 -12.977 19.513  -0.075
28 H -16.495 -14.881 19.829  0.054
29 H -14.792 -15.336 19.752  0.063
30 H -15.657 -14.681 18.444  0.034
31 H -15.307 -12.854 20.801  0.108
32 H -15.541 -12.463 19.100  0.130
33 H -13.338 -12.259 20.091  0.119
34 C -16.479 -18.478 21.916  -0.050
35 C -15.498 -17.577 21.156  -0.315
36 O -15.867 -17.569 19.816  -0.135
37 H -17.438 -18.108 21.964  0.019
38 H -16.087 -18.612 22.945  0.092
39 H -16.443 -19.497 21.445  0.085
40 H -14.440 -17.848 21.313  0.131
41 H -15.658 -16.619 21.567  0.081
42 H -14.983 -17.481 19.330  0.134
43 C -21.500 -16.800 15.975  -0.088
44 C -21.823 -18.162 16.560  -0.287
45 O -21.915 -19.153 15.498  -0.079
46 H -20.581 -16.829 15.361  0.074
47 H -21.366 -16.211 16.854  0.053
48 H -22.237 -16.390 15.270  0.087
49 H -22.632 -18.227 17.223  0.096
50 H -21.026 -18.523 17.219  0.080
51 H -21.060 -19.523 15.311  0.050
52 C -18.716 -14.512 15.786  -0.105
53 C -19.705 -13.499 15.238  -0.301
54 O -20.139 -12.827 16.387  -0.059
55 H -17.979 -14.087 16.357  0.034
56 H -18.378 -15.218 15.026  0.085
57 H -19.249 -15.074 16.549  0.051
58 H -20.486 -14.210 14.861  0.099
59 H -19.452 -12.926 14.313  0.127
60 H -20.524 -12.009 16.121  0.090
61 C -19.404 -17.088 19.235  -0.149
62 O -18.358 -16.204 19.207  -0.189
63 H -19.964 -17.103 18.251  0.063
64 H -20.133 -16.545 19.849  0.086
65 H -19.275 -18.197 19.477  0.119
66 H -17.678 -16.522 18.567  0.059
67 C -19.167 -15.807 22.497  -0.112
68 O -18.120 -15.279 21.714  -0.164
69 H -19.995 -16.108 21.790  0.089
70 H -19.478 -15.006 23.218  0.105
71 H -18.867 -16.663 23.062  0.058
72 H -18.151 -15.690 20.840  0.018

---

Quick one: least stable of them? run B